The following is a DFT calculation (the ωB97M-V functional and the def2-TZVPD basis) of 2 unconnected molecules or ions with the total composition C8H12N3O3S at a distorted geometry.

Values from the calculation:
Frontier orbital gap (spin up / spin down), Eh: 0.206 / 0.206
Charge: +1
Spin multiplicity: 1
ΔE to the lowest compared entry with this formula, charge and spin, kcal per mole: 81.0

The geometry in XYZ format:
```
27
C8H12N3O3S | the OMol25 dataset | the ωB97M-V functional and the def2-TZVPD basis
N -2.05 1.70 0.29
H -3.82 0.23 -2.20
C -2.93 1.62 -0.75
O 1.82 -0.14 1.35
S -0.22 -2.62 -0.72
H 0.21 0.43 1.86
C 3.29 1.13 -0.28
C -2.49 -0.75 -0.85
H -2.61 -1.79 -1.10
H 2.59 -0.26 1.91
O 3.32 0.50 -1.42
H -1.04 -1.24 2.47
H -0.23 -2.73 2.09
N -0.81 -1.96 1.78
H -3.44 2.55 -0.96
H 1.79 -1.02 -1.47
C -1.42 0.61 0.73
C 2.51 -0.35 -1.92
H 2.82 -0.44 -2.93
H 1.72 1.84 0.94
O -0.72 0.84 1.83
C -0.80 -1.74 0.48
H 1.19 0.86 -0.32
C 2.04 0.98 0.46
H 3.96 1.97 0.02
C -3.20 0.35 -1.34
N -1.50 -0.56 0.05
```

Löwdin population analysis, charges in e, atoms 1 to 4: 0.18 0.12 0.00 -0.09


The following is a DFT calculation (the ωB97M-V functional and the def2-TZVPD basis) of 2 unconnected molecules or ions with the total composition C8H12N4 at a distorted geometry.

Values from the calculation:
Frontier orbital gap, Eh: 0.323
Spin multiplicity: 1
ΔE to the lowest compared entry with this formula, charge and spin, kcal per mole: 23.1
SMILES: Cc1cnc[nH]1.Cc1cnc[nH]1

The geometry in XYZ format:
```
24
C8H12N4 | the OMol25 dataset | the ωB97M-V functional and the def2-TZVPD basis
N -0.54 -0.49 -1.22
H 0.39 2.25 -1.43
C -1.15 0.70 -1.57
N -2.31 -1.08 -2.44
H 0.36 -0.53 -0.74
H -0.03 -2.37 1.84
H -3.07 0.92 -2.68
N 2.25 1.37 1.55
C -2.25 0.29 -2.34
H -0.49 0.03 2.55
H -1.25 2.73 -1.95
H 1.72 -2.73 1.67
N 0.39 0.27 2.09
C 1.12 1.34 2.29
H -0.94 2.32 -0.24
H 0.70 2.21 2.79
C 1.16 -0.65 1.46
H 0.73 -2.39 0.21
C -1.24 -1.47 -1.72
C 2.25 0.07 1.05
C 0.89 -2.12 1.27
H -1.03 -2.52 -1.48
H 3.00 -0.26 0.33
C -0.68 2.07 -1.28
```

Löwdin population analysis, charges in e, atoms 1 to 4: 0.08 0.08 -0.31 0.05


The following is a DFT calculation (the ωB97M-V functional and the def2-TZVPD basis) of C8H12N4O in the gas phase at a distorted geometry.

Values from the calculation:
Frontier orbital gap, Eh: 0.343
Spin multiplicity: 1
ΔE to the lowest compared entry with this formula, charge and spin, kcal per mole: 73.7
SMILES: NN/C(Cc1ccccc1)=N/NO

The geometry in XYZ format:
```
25
C8H12N4O | the OMol25 dataset | the ωB97M-V functional and the def2-TZVPD basis
H 3.77 1.22 0.72
H -0.71 0.59 1.84
C 1.69 0.58 0.97
C 2.32 -1.38 -0.88
H -3.03 -0.34 -1.33
H -4.18 -1.50 0.31
C 0.66 -0.21 0.48
H -2.98 -2.65 -0.20
H -1.73 3.16 -0.25
C 1.02 -1.32 -0.37
H 4.31 -0.53 -0.89
H 0.78 2.31 -0.34
N -2.46 -0.82 -0.65
N -3.12 -1.75 0.25
C 2.96 0.47 0.42
H 1.52 1.48 1.60
C -1.79 0.23 -0.03
O -0.06 2.57 -0.89
C -0.78 -0.11 1.04
H -1.15 -1.04 1.50
N -1.97 1.40 -0.51
H 2.46 -2.20 -1.62
N -1.12 2.39 -0.01
C 3.30 -0.45 -0.54
H 0.30 -2.09 -0.63
```

Löwdin population analysis, charges in e, atoms 1 to 4: 0.13 0.09 -0.09 -0.09


The following is a DFT calculation (the ωB97M-V functional and the def2-TZVPD basis) of C8H12N4O3 in the gas phase at a distorted geometry.

Values from the calculation:
Frontier orbital gap, Eh: 0.256
Spin multiplicity: 1
ΔE to the lowest compared entry with this formula, charge and spin, kcal per mole: 105.7
SMILES: C[NH+]1CCN(N2C(=O)C(=O)N=C2[O-])CC1

The geometry in XYZ format:
```
27
C8H12N4O3 | the OMol25 dataset | the ωB97M-V functional and the def2-TZVPD basis
H -1.88 0.16 -0.85
O -0.57 -4.27 4.84
C -0.48 -3.09 4.52
H -0.31 0.48 -2.87
H -1.25 1.32 0.34
N -0.31 -0.51 2.00
C 0.24 0.81 -2.01
N -0.64 -1.97 5.22
H 0.16 -0.92 -0.79
H -2.40 -0.32 1.69
H 1.02 -1.53 0.81
C -1.23 0.31 -0.04
O -0.53 0.26 4.81
H -1.68 -1.60 0.74
C 1.21 0.43 0.21
C 1.00 -0.58 1.37
H 1.76 -0.61 2.12
H 2.30 0.36 -0.13
H -0.08 1.91 -1.95
O 0.00 -3.40 2.06
H 1.06 1.52 0.42
C -0.49 -0.88 4.49
N 0.11 0.07 -0.69
H 1.36 0.83 -2.33
C -1.38 -0.63 1.08
N -0.36 -1.35 3.08
C -0.14 -2.70 3.06
```

Löwdin population analysis, charges in e, atoms 1 to 4: 0.12 0.05 -0.47 0.08


The following is a DFT calculation (the ωB97M-V functional and the def2-TZVPD basis) of 2 unconnected molecules or ions with the total composition C8H12N5O2 at a distorted geometry.

Values from the calculation:
Frontier orbital gap (spin up / spin down), Eh: 0.293 / 0.293
Charge: +1
Spin multiplicity: 1
ΔE to the lowest compared entry with this formula, charge and spin, kcal per mole: 190.9

The geometry in XYZ format:
```
27
C8H12N5O2 | the OMol25 dataset | the ωB97M-V functional and the def2-TZVPD basis
N -2.54 1.37 0.33
C 2.23 0.42 -1.65
H -1.88 2.02 0.76
H 1.59 0.88 3.34
N 0.07 0.15 2.34
N 1.01 0.00 -1.03
H 2.67 -1.65 -1.37
C 1.21 0.70 2.36
C 1.80 0.92 1.08
C -1.38 -0.69 0.73
H -2.49 1.56 -0.74
H -3.79 -0.29 -0.42
H -4.44 -1.50 0.73
O 3.25 1.08 -0.70
H 2.00 -1.23 -2.98
C -3.67 -1.34 -0.01
C 2.72 -0.88 -2.21
H 2.02 1.33 -2.30
H 3.73 -0.70 -2.79
N 3.06 1.17 0.68
H -2.03 -2.58 0.71
H -3.88 -2.13 -0.80
C -2.34 -1.49 0.50
N -0.27 -0.22 1.10
O 3.99 1.40 1.40
H -3.53 1.53 0.72
C 0.90 0.16 0.23
```

Löwdin population analysis, charges in e, atoms 1 to 4: 0.02 -0.31 0.05 0.14


The following is a DFT calculation (the ωB97M-V functional and the def2-TZVPD basis) of 2 unconnected molecules or ions with the total composition C8H12NO5S at a distorted geometry.

Values from the calculation:
Frontier orbital gap, Eh: 0.250
Charge: -1
Spin multiplicity: 1
ΔE to the lowest compared entry with this formula, charge and spin, kcal per mole: 26.8

The geometry in XYZ format:
```
27
C8H12NO5S | the OMol25 dataset | the ωB97M-V functional and the def2-TZVPD basis
H 0.37 0.21 -2.14
C 1.40 -0.30 2.12
O -1.76 2.07 -0.23
O -1.20 -1.88 1.42
H 1.82 -1.32 2.10
H -3.32 -0.14 -1.37
O 3.45 -1.54 0.11
H 1.65 2.22 0.81
H 2.04 0.54 2.34
H 0.22 3.23 0.36
C -2.67 -0.77 -0.79
H -2.58 -1.64 -1.47
H 0.64 -0.36 2.94
C -1.24 -0.24 -0.73
H -3.20 -0.98 0.16
S -0.31 -1.34 0.38
H -1.10 0.41 -2.73
C 0.86 -0.09 0.65
C -0.96 1.12 -0.11
N 0.15 1.16 0.56
O 0.32 -2.45 -0.43
H -0.49 -1.40 -2.45
H 0.12 2.66 2.00
C -0.53 -0.29 -2.09
C 2.94 -0.95 -0.73
O 2.73 -0.36 -1.70
C 0.64 2.43 1.02
```

Löwdin population analysis, charges in e, atoms 1 to 4: 0.04 -0.12 0.00 -0.36


The following is a DFT calculation (the ωB97M-V functional and the def2-TZVPD basis) of a gas-phase ion, C8H12NOS (charge +1).

Values from the calculation:
Frontier orbital gap, Eh: 0.290
Charge: +1
Spin multiplicity: 1
ΔE to the lowest compared entry with this formula, charge and spin, kcal per mole: 42.5

The geometry in XYZ format:
```
23
C8H12NOS | the OMol25 dataset | the ωB97M-V functional and the def2-TZVPD basis
H 2.59 1.69 -0.48
H -1.34 -2.19 -1.25
C 1.76 1.04 -0.21
C 1.69 -0.19 -1.10
H 0.82 1.59 -0.27
S 0.84 -1.49 -0.12
H -2.07 -2.11 1.17
H -2.55 0.12 2.16
C -1.76 1.11 -0.80
H -1.85 2.07 -1.28
H 2.83 0.12 1.30
O -2.07 1.16 0.51
H 1.77 1.26 1.87
H -1.24 -0.02 -2.50
N 1.89 0.52 1.17
C -1.31 -1.26 -0.69
C -1.91 -1.21 0.61
C -2.17 -0.01 1.16
H 2.67 -0.59 -1.35
C 0.76 -0.46 1.34
C -1.42 -0.03 -1.44
H 1.14 -0.01 -2.02
H 0.96 -1.10 2.20
```

Löwdin population analysis, charges in e, atoms 1 to 4: 0.14 0.11 -0.18 -0.34


The following is a DFT calculation (the ωB97M-V functional and the def2-TZVPD basis) of 2 unconnected molecules or ions with the total composition C8H12NP.

Values from the calculation:
Frontier orbital gap, Eh: 0.315
Spin multiplicity: 1
ΔE to the lowest compared entry with this formula, charge and spin, kcal per mole: 73.3
SMILES: C1=C[C@H]2C=C[C@@H]1C2.NC#[PH2]

The geometry in XYZ format:
```
22
C8H12NP | the OMol25 dataset | the ωB97M-V functional and the def2-TZVPD basis
C -1.29 -0.37 -0.99
C -0.48 0.90 -0.77
C -1.58 0.24 1.13
H 2.90 -2.45 -0.12
N 2.97 -1.50 0.23
H -3.45 0.06 -1.65
C 2.99 -0.52 -0.62
P 3.10 1.14 0.12
H 3.00 -1.43 1.25
H -0.04 -1.26 0.60
H -1.04 -0.95 -1.87
H -0.27 2.12 1.00
H -3.80 0.80 0.90
C -1.09 -1.02 0.39
C -0.66 1.26 0.49
H -1.61 0.22 2.21
C -2.92 0.41 0.42
H 0.09 1.38 -1.54
C -2.75 0.04 -0.84
H -1.71 -1.90 0.56
H 3.17 1.79 -1.11
H 4.48 1.05 0.21
```

Löwdin population analysis, charges in e, atoms 1 to 4: -0.26 -0.08 -0.26 0.08


The following is a DFT calculation (the ωB97M-V functional and the def2-TZVPD basis) of a molecular structure, C8H12O at a distorted geometry.

Values from the calculation:
Frontier orbital gap, Eh: 0.332
Spin multiplicity: 1
ΔE to the lowest compared entry with this formula, charge and spin, kcal per mole: 161.6

The geometry in XYZ format:
```
21
C8H12O | the OMol25 dataset | the ωB97M-V functional and the def2-TZVPD basis
H 4.49 0.69 0.43
C -1.21 -1.84 -0.60
H -2.04 0.07 1.85
H -0.45 -2.15 -1.18
H 4.07 -1.32 0.00
H 1.07 -1.51 0.05
H 1.20 2.22 -0.29
C -2.26 -0.11 0.75
H 3.40 -0.34 1.48
C -1.05 -0.61 -0.05
O 2.37 0.13 -0.28
C 1.14 -0.45 -0.06
C -3.53 0.36 0.04
C 3.55 -0.32 0.35
C 0.15 1.80 -0.50
H -3.98 1.29 0.77
H -3.99 0.33 -1.07
H -2.01 -2.46 -0.09
H -0.19 1.60 -1.49
C 0.05 0.34 -0.15
H -0.80 2.30 0.04
```

Löwdin population analysis, charges in e, atoms 1 to 4: 0.17 0.05 0.10 0.02


The following is a DFT calculation (the ωB97M-V functional and the def2-TZVPD basis) of 2 unconnected molecules or ions with the total composition C8H12O2 at a distorted geometry.

Values from the calculation:
Frontier orbital gap (spin up / spin down), Eh: 0.098 / 0.247
⟨S²⟩: 0.7617
Charge: -1
Spin multiplicity: 2
ΔE to the lowest compared entry with this formula, charge and spin, kcal per mole: 14.5

The geometry in XYZ format:
```
22
C8H12O2 | the OMol25 dataset | the ωB97M-V functional and the def2-TZVPD basis
H 1.77 -1.00 -2.34
H -1.41 2.38 -0.71
H -4.45 -1.29 0.37
C 0.21 1.01 -0.05
C -0.69 2.20 0.10
H -0.21 0.52 -2.13
H -1.91 -0.79 -0.16
C -2.38 -1.35 0.65
H -2.42 -0.73 1.53
H 3.74 -1.48 -1.42
H 0.74 1.22 1.96
H -1.22 2.52 1.00
C 2.39 -0.77 -0.29
C 0.44 0.37 -1.26
O -3.67 -1.81 0.16
C 1.51 -0.55 -1.38
C 0.93 0.62 1.07
H -0.01 3.05 -0.09
H 2.73 -0.34 1.82
O 3.63 -1.32 -0.49
H -1.86 -2.30 0.74
C 2.13 -0.16 0.93
```

Löwdin population analysis, charges in e, atoms 1 to 4: 0.06 0.06 0.06 -0.41


The following is a DFT calculation (the ωB97M-V functional and the def2-TZVPD basis) of a molecular structure, C8H12O2 at a distorted geometry.

Values from the calculation:
Frontier orbital gap, Eh: 0.311
Spin multiplicity: 1
ΔE to the lowest compared entry with this formula, charge and spin, kcal per mole: 86.1

The geometry in XYZ format:
```
22
C8H12O2 | the OMol25 dataset | the ωB97M-V functional and the def2-TZVPD basis
H 0.26 0.03 -2.99
H -2.03 0.57 -0.09
C 0.42 -0.05 -0.85
H 0.61 -1.19 1.79
C 0.74 -0.12 1.87
O -0.48 1.71 -2.20
H 0.67 2.62 0.22
H -1.02 2.39 0.41
O -2.81 -1.81 0.69
H 1.48 -2.08 -0.55
C -0.09 2.02 0.78
C 1.20 -1.30 -1.31
H 0.23 2.14 1.83
H 1.86 0.29 1.98
C -1.68 -1.46 0.37
H -0.91 -2.23 0.39
C 0.09 0.50 0.64
H 0.48 -1.77 -2.01
H 0.30 0.33 2.80
C -1.25 -0.11 0.25
H 2.00 -1.07 -1.91
C -0.05 0.58 -2.11
```

Löwdin population analysis, charges in e, atoms 1 to 4: 0.12 0.14 -0.11 0.06


The following is a DFT calculation (the ωB97M-V functional and the def2-TZVPD basis) of a gas-phase ion, C8H12O2PS (charge +1) at a distorted geometry.

Values from the calculation:
Frontier orbital gap, Eh: 0.359
Charge: +1
Spin multiplicity: 1
ΔE to the lowest compared entry with this formula, charge and spin, kcal per mole: 0.0

The geometry in XYZ format:
```
24
C8H12O2PS | the OMol25 dataset | the ωB97M-V functional and the def2-TZVPD basis
H 0.69 1.16 -3.11
C -0.37 -1.36 -0.04
P 0.92 1.06 0.37
H -3.70 -0.20 1.42
H 1.48 3.44 1.20
C -1.75 0.44 0.99
S 0.27 3.01 0.88
O 1.36 0.87 -1.22
H 2.89 -1.20 1.45
H 4.15 0.09 0.99
C 3.20 -0.28 0.79
H -0.32 1.89 -1.90
H -0.36 0.12 -2.07
O 2.33 0.86 1.06
H -3.55 -2.34 0.18
H -1.84 1.42 1.45
C -1.48 -2.18 -0.20
H 0.43 -1.84 -0.53
C -2.74 -1.62 0.09
H 2.95 -0.66 -0.13
C 0.29 0.92 -2.18
C -0.53 -0.08 0.49
C -2.85 -0.47 0.79
H -1.47 -3.06 -0.78
```

Löwdin population analysis, charges in e, atoms 1 to 4: 0.08 -0.09 0.64 0.12